DFT (wB97M-V/def2-TZVPD) results for 3 unconnected molecules or ions with the total composition C40H72F9N2O8 at a distorted geometry.

## Properties
Total charge: +1
F_max in Eh/bohr: 0.2123
Molecular weight in g mol⁻¹: 880.00
HOMO energy in Ha: -0.38559
E_LUMO in eV: -3.36
Kohn-Sham gap in Eh: 0.2621

Positions of all 131 atoms, in Å:
C -1.5754 -1.4869 3.0712
C -1.1068 -1.8125 1.7693
N -0.5273 -1.9346 0.3301
C -1.7544 -2.0232 -0.5190
C -1.7275 -2.9334 -1.8648
C -2.9899 -4.0309 -1.8274
C -4.3619 -3.0787 -1.9246
C -5.6206 -3.8231 -2.6645
C -6.9950 -3.0493 -2.1077
O -7.4147 -1.9388 -3.0146
C -8.8483 -1.6442 -2.8608
C 0.1703 -3.3107 0.4687
C 1.4903 -3.5128 -0.4603
O 2.3663 -2.3079 -0.5762
C 1.4166 -1.3072 -1.1688
C 2.1399 -0.1386 -2.0438
C 1.3513 0.2244 -3.4744
C 2.0796 -0.6469 -4.6878
C 3.4591 0.0483 -5.2377
C 4.8454 -0.6142 -4.6625
C 4.9937 -2.2323 -4.9156
C 4.8249 -3.1297 -3.5189
C 0.4422 -0.8045 0.0744
C 1.2979 -0.5403 1.4896
C 2.7144 0.3110 1.2263
N 2.8679 1.6276 1.6230
C -0.1413 0.6424 -0.3515
C -1.3732 1.2681 0.5246
C -1.9417 2.7149 0.0193
F -0.8301 3.7184 -0.0665
F -2.8414 3.2276 1.1187
C -2.7920 2.7386 -1.3648
F -2.0964 2.2312 -2.5698
F -3.0485 4.2032 -1.6495
C -4.2719 2.0412 -1.3249
F -4.3238 0.6820 -0.7434
F -5.2526 2.8677 -0.5259
C -4.9839 1.8995 -2.8322
F -4.4476 0.7053 -3.5738
F -6.4454 1.5853 -2.6124
F -4.9551 3.1533 -3.6167
H -1.9270 -1.1424 4.1344
H -2.5884 -2.5501 0.1623
H -2.2665 -1.0044 -0.8208
H -0.7289 -3.4594 -2.1410
H -1.9919 -2.2243 -2.7889
H -2.9249 -4.8255 -2.6839
H -2.9997 -4.4894 -0.7460
H -4.1519 -2.0364 -2.4177
H -4.6774 -2.8596 -0.7963
H -5.7576 -4.9526 -2.3915
H -5.5825 -3.5946 -3.8127
H -6.8247 -2.5397 -1.0524
H -7.9092 -3.7982 -2.0017
H -9.1375 -0.5177 -3.0973
H -9.2731 -1.8919 -1.7761
H -9.4880 -2.2993 -3.6181
H 0.5486 -3.4307 1.5959
H -0.6069 -4.2073 0.3359
H 1.2827 -4.0220 -1.5203
H 2.1749 -4.3124 0.1065
H 0.8275 -1.9480 -1.9870
H 3.1821 -0.5961 -2.4085
H 2.4144 0.8450 -1.4812
H 0.2428 -0.1720 -3.3740
H 1.3799 1.3847 -3.7050
H 2.3513 -1.6945 -4.1989
H 1.3082 -0.7999 -5.5548
H 3.4747 1.1918 -4.9176
H 3.4687 -0.0763 -6.4207
H 5.0596 -0.4007 -3.5281
H 5.7399 -0.1062 -5.2669
H 6.0989 -2.4396 -5.2803
H 4.2827 -2.6175 -5.7753
H 5.8557 -3.6414 -3.2048
H 4.0800 -4.0349 -3.6994
H 4.5109 -2.4626 -2.5925
H 0.7119 0.1885 2.2332
H 1.6470 -1.5306 2.0064
H 3.5899 -0.2278 0.6447
H 1.9834 1.9533 2.0931
H 0.7034 1.4866 -0.3130
H -0.5520 0.5293 -1.4671
H -2.2602 0.5046 0.7414
H -0.9174 1.4821 1.6094
C 5.7678 2.7080 0.0425
O 6.9041 2.9433 -0.7751
C 7.2296 1.8395 -1.6145
C 7.5540 2.2948 -3.0417
O 6.4361 2.8068 -3.7843
C 5.9086 4.0698 -3.3653
C 6.8592 5.2605 -3.5515
O 7.9081 5.2192 -2.5857
C 9.1660 5.6163 -3.1093
H 6.0355 2.0542 0.8766
H 5.4276 3.6694 0.4379
H 4.9453 2.2725 -0.5348
H 6.4137 1.1033 -1.6442
H 8.1102 1.3545 -1.1846
H 7.8938 1.4139 -3.5983
H 8.3864 2.9949 -3.0599
H 5.5330 4.0104 -2.3429
H 5.0325 4.2434 -4.0003
H 6.3062 6.1926 -3.3904
H 7.2494 5.2554 -4.5741
H 9.3576 5.1556 -4.0797
H 9.9415 5.2753 -2.4146
H 9.2104 6.7037 -3.1879
C -2.3239 -2.3837 8.8735
O -3.4799 -1.7207 8.3846
C -4.5459 -1.6821 9.3287
C -5.1958 -0.2951 9.3865
O -4.3723 0.7380 9.9502
C -3.2454 1.1586 9.1744
C -3.5954 1.8546 7.8518
O -4.0755 0.9072 6.8996
C -5.1440 1.4030 6.1078
H -2.4782 -3.4657 8.8586
H -1.4850 -2.1340 8.2174
H -2.0704 -2.0484 9.8848
H -4.2024 -1.9650 10.3339
H -5.2914 -2.4136 9.0052
H -6.0659 -0.3674 10.0492
H -5.5872 0.0052 8.4169
H -2.5516 0.3307 9.0224
H -2.7167 1.8857 9.8011
H -2.6904 2.3071 7.4314
H -4.3280 2.6451 8.0419
H -5.8848 1.9225 6.7177
H -5.6367 0.5463 5.6348
H -4.7567 2.0651 5.3318